{"formula": "C6H8N", "method": "ωB97M-V/def2-TZVPD", "relative_energy_kj_mol": 571.7, "total_charge": 1, "orbital_gap_ev": 6.5, "elements": ["C", "C", "C", "C", "C", "C", "N", "H", "H", "H", "H", "H", "H", "H", "H"], "coordinates": [[-0.295, -0.794, 0.035], [0.969, -1.035, 0.010], [-1.474, -0.317, 0.122], [2.211, -1.201, 0.102], [-1.925, 0.993, -0.466], [3.513, -1.572, 0.230], [-2.957, 1.691, 0.306], [-2.273, -1.041, 0.349], [-1.067, 1.618, -0.670], [-2.562, 0.695, -1.263], [3.815, -2.352, -0.465], [3.630, -1.958, 1.285], [4.161, -0.708, 0.132], [-4.012, 1.512, 0.414], [-2.639, 2.266, 0.989]], "forces_ev_per_angstrom": [[-0.8376, 1.0718, 0.1099], [4.1838, -0.5209, 0.2792], [-0.7721, -1.8889, -0.0651], [-5.4298, 0.3583, -0.5130], [-2.8410, 0.9939, 1.4025], [2.4060, -1.2069, 1.3938], [-1.6317, -1.4358, -1.2763], [0.2338, 0.4027, 0.3378], [-0.2177, 0.2461, -0.3899], [0.5638, -0.3701, -1.7972], [0.0478, 0.0565, -0.2143], [0.1362, 0.3942, -0.8325], [0.3413, 0.2665, 0.0010], [2.7813, -0.2918, -0.8568], [1.0359, 1.9244, 2.4209]]}

***

{"formula": "C6H8N", "method": "ωB97M-V/def2-TZVPD", "relative_energy_kj_mol": 834.4, "total_charge": 1, "orbital_gap_ev": [7.4, 7.4], "elements": ["C", "C", "C", "C", "C", "C", "N", "H", "H", "H", "H", "H", "H", "H", "H"], "coordinates": [[3.082, 0.653, 0.068], [-0.255, -0.145, 0.112], [-1.556, -0.412, -0.238], [0.920, -0.384, -0.674], [1.310, -1.002, 0.690], [-2.766, 0.101, 0.330], [1.991, 0.039, 0.095], [3.909, 0.799, 0.735], [3.100, 1.062, -0.882], [0.006, 0.628, 0.867], [-1.692, -1.125, -1.026], [1.219, -0.982, -1.549], [-3.470, -0.667, 0.423], [-3.191, 0.979, -0.360], [-2.610, 0.457, 1.410]], "forces_ev_per_angstrom": [[0.2251, 0.5543, -1.1576], [-1.3371, 2.8017, 0.9945], [1.9278, -0.9679, -0.0167], [2.0734, -2.6024, -2.1283], [-0.2033, -1.8556, 1.0130], [-0.1324, 3.4030, 1.6027], [-0.4170, 0.4015, 2.4304], [-0.2388, -0.6439, 0.8681], [1.2318, 1.5440, -1.7531], [-1.2568, -0.2233, -0.4361], [0.0209, -0.1469, -0.7907], [-1.1434, 0.6449, -0.0619], [-1.3953, -1.1032, -0.3649], [0.7856, -1.8525, 1.4989], [-0.1405, 0.0463, -1.6980]]}

***

{"formula": "C6H8N", "method": "ωB97M-V/def2-TZVPD", "relative_energy_kj_mol": 637.6, "total_charge": 1, "orbital_gap_ev": [7.4, 7.4], "elements": ["C", "C", "C", "C", "C", "C", "N", "H", "H", "H", "H", "H", "H", "H", "H"], "coordinates": [[-2.657, -0.729, 0.355], [-1.527, -1.352, 0.632], [-2.879, 0.432, -0.333], [-1.561, 0.811, -0.327], [-0.715, -0.194, 0.197], [1.534, 0.123, -0.647], [0.666, -0.057, 0.566], [-3.765, 0.922, -0.699], [-1.094, 1.802, -0.656], [-1.356, -2.166, 1.242], [2.551, 0.637, -0.665], [1.479, -0.827, -1.089], [0.957, 0.860, -1.232], [0.737, 0.760, 1.276], [1.055, -0.924, 1.075]], "forces_ev_per_angstrom": [[-0.7297, 1.2325, 0.1944], [0.8719, 1.5623, -1.2371], [-1.4086, -0.6578, -0.0277], [3.4201, 2.1695, -0.4258], [-2.3345, -2.1802, -0.0610], [-0.2578, 2.9209, -1.0392], [2.2086, 0.7818, 3.3513], [0.1476, -0.1032, -0.1388], [-1.2805, -1.2961, 0.4420], [0.7210, -1.5370, 0.9290], [-1.0998, -1.2534, 1.3078], [0.4133, -1.0452, -1.0322], [0.1733, -0.6713, -0.2091], [0.3037, -1.5316, -1.3570], [-1.1486, 1.6086, -0.6967]]}

***

{"formula": "C6H8N", "method": "ωB97M-V/def2-TZVPD", "relative_energy_kj_mol": 537.2, "total_charge": 1, "orbital_gap_ev": 10.0, "smiles": "C[NH+]=C=C1C=C1C", "elements": ["C", "N", "C", "C", "C", "C", "C", "H", "H", "H", "H", "H", "H", "H", "H"], "coordinates": [[-2.628, -0.972, 1.037], [-2.004, 0.302, 0.625], [-0.838, 0.105, 0.134], [0.241, 0.385, -0.427], [0.816, -0.079, -1.738], [1.730, 0.215, -0.833], [2.962, 0.718, -0.186], [-2.241, -1.720, 0.478], [-2.569, -1.255, 2.049], [-3.675, -0.813, 0.846], [-2.288, 1.231, 0.796], [0.545, -0.552, -2.672], [3.748, 0.524, -0.931], [3.217, 0.207, 0.641], [2.984, 1.705, 0.181]], "forces_ev_per_angstrom": [[-2.8183, 2.9135, 0.9378], [2.4426, -2.7767, -0.1449], [-1.7737, 1.6195, 1.2894], [3.2286, -1.6976, -2.7908], [1.5904, 0.5595, 1.7875], [-2.9223, 1.5399, 0.2522], [0.2771, -0.6454, -3.7872], [1.0695, -2.1483, -1.9641], [0.5761, 0.2853, 1.5117], [-0.5567, -0.4953, -0.2651], [-1.0603, 0.9646, 0.1973], [-0.0749, 0.3299, 0.0838], [0.0384, 0.4750, 0.3778], [0.6185, -2.4716, 2.8751], [-0.6352, 1.5478, -0.3604]]}

***

{"formula": "C6H8N", "method": "ωB97M-V/def2-TZVPD", "relative_energy_kj_mol": 693.4, "total_charge": 1, "orbital_gap_ev": [8.2, 8.2], "elements": ["C", "C", "C", "C", "C", "C", "N", "H", "H", "H", "H", "H", "H", "H", "H"], "coordinates": [[-2.016, -0.758, -0.093], [-1.657, -0.041, -1.092], [0.040, -0.405, 0.990], [0.200, 0.081, 2.213], [1.933, 0.194, -0.307], [-0.188, 0.451, -1.305], [0.671, 0.008, -0.180], [-2.505, -1.324, 0.675], [-2.309, 0.092, -2.041], [1.188, 0.551, 2.378], [-0.356, -0.513, 3.000], [2.401, 0.353, -1.203], [2.773, -0.101, 0.430], [0.060, -0.118, -2.237], [-0.233, 1.530, -1.229]], "forces_ev_per_angstrom": [[3.6149, 0.2599, 2.6751], [-0.2374, 0.0641, -2.2928], [-4.1107, -0.0535, -0.8629], [0.9043, -2.4912, 0.0323], [1.5725, -2.2256, 2.6840], [-2.0864, -1.5776, 0.0739], [1.0910, 1.0134, -0.2356], [-0.6136, 0.0049, -0.5115], [0.9096, 0.0047, 1.7551], [-0.8140, 0.3804, 0.5446], [0.6735, 1.5090, -0.6306], [0.3179, 1.0019, -2.5809], [-2.2194, 0.5615, -0.3446], [0.5543, 1.3453, 0.5972], [0.4435, 0.2029, -0.9032]]}

***

{"formula": "C6H8N2", "method": "ωB97M-V/def2-TZVPD", "relative_energy_kj_mol": 368.9, "orbital_gap_ev": 10.4, "smiles": "C#CC/N=C\\N1CC1", "elements": ["C", "C", "C", "N", "C", "N", "C", "C", "H", "H", "H", "H", "H", "H", "H", "H"], "coordinates": [[2.744, -1.144, -0.462], [2.118, -0.281, 0.084], [1.266, 0.747, 0.711], [0.444, 1.442, -0.325], [-0.763, 1.109, -0.471], [-1.482, 0.206, 0.413], [-2.441, -0.627, -0.261], [-1.224, -1.239, 0.307], [3.384, -1.820, -0.985], [0.670, 0.250, 1.470], [1.853, 1.523, 1.101], [-1.313, 1.682, -1.227], [-2.447, -0.497, -1.350], [-3.387, -0.717, 0.192], [-1.214, -1.776, 1.217], [-0.476, -1.569, -0.485]], "forces_ev_per_angstrom": [[0.3075, 0.0819, -0.1289], [-0.2632, 0.2173, -0.0200], [-1.0384, -0.7531, -1.5901], [0.4428, -0.6785, 0.0428], [0.1680, -0.2116, 1.4560], [0.7082, 0.9412, -1.0389], [0.2285, 0.1073, -1.0389], [1.2680, 0.2199, -2.3939], [-0.1904, 0.0038, 0.1541], [-0.1326, 0.2082, 0.3139], [0.9795, 0.8361, 0.9447], [-0.3627, -0.4800, 0.2618], [-0.1984, -0.3083, 0.3539], [-0.9619, -0.1814, 0.5213], [-0.1006, -0.4548, 0.8072], [-0.8542, 0.4520, 1.3548]]}

***

{"formula": "C6H8N2", "method": "ωB97M-V/def2-TZVPD", "relative_energy_kj_mol": 177.6, "orbital_gap_ev": 9.3, "smiles": "Cc1ccc(C)nn1", "elements": ["C", "C", "C", "C", "C", "C", "N", "N", "H", "H", "H", "H", "H", "H", "H", "H"], "coordinates": [[2.868, -0.325, 0.106], [1.361, -0.286, -0.124], [0.662, 0.943, -0.316], [-0.673, 0.926, 0.144], [-1.360, -0.349, -0.041], [-2.849, -0.285, 0.006], [-0.690, -1.445, -0.185], [0.657, -1.392, -0.001], [3.366, -1.296, 0.336], [3.349, 0.062, -0.933], [3.141, 0.440, 0.955], [1.270, 1.846, -0.294], [-1.294, 1.868, 0.164], [-3.413, -1.142, -0.242], [-3.209, 0.528, -0.589], [-3.187, -0.093, 1.016]], "forces_ev_per_angstrom": [[1.2981, 2.0002, -1.2593], [-0.9701, -0.7362, 0.2976], [-0.8863, 0.1770, 3.0582], [0.5211, 0.2318, -3.1558], [0.4492, 2.0897, 0.8681], [-0.0325, 0.2149, 0.5960], [0.8536, -0.2967, 0.4363], [0.4995, -0.7531, -0.6270], [-1.0076, 0.6064, -0.1810], [-0.8127, -0.7056, 2.5199], [-0.4037, -1.3965, -1.7294], [-0.3424, 0.1063, -0.4755], [0.8772, -1.1381, 0.3089], [-0.0143, -1.2884, -0.7029], [-0.1990, 0.5440, -0.4456], [0.1699, 0.3442, 0.4915]]}

***

{"formula": "C6H8N2", "method": "ωB97M-V/def2-TZVPD", "relative_energy_kj_mol": 140.2, "orbital_gap_ev": 10.4, "smiles": "c1cncnc1.C=C", "elements": ["C", "C", "N", "C", "N", "C", "H", "H", "H", "H", "C", "C", "H", "H", "H", "H"], "coordinates": [[1.052, 0.057, -1.214], [0.126, 1.094, -1.201], [-0.234, 1.714, -0.069], [0.356, 1.273, 1.049], [1.257, 0.288, 1.156], [1.598, -0.316, 0.009], [1.339, -0.445, -2.147], [-0.351, 1.446, -2.126], [0.069, 1.774, 1.982], [2.336, -1.126, 0.083], [-1.131, -1.305, -0.143], [-1.386, -0.615, 0.970], [-1.605, -1.040, -1.095], [-0.440, -2.155, -0.138], [-2.077, 0.236, 0.964], [-0.911, -0.880, 1.922]], "forces_ev_per_angstrom": [[0.1527, -0.0635, -0.2590], [0.0718, 0.4820, 0.2666], [0.6653, -0.1243, -0.3201], [0.1599, 0.0213, -0.1709], [0.2638, 0.2602, -0.6505], [0.2035, 0.3565, 0.3736], [-0.1586, 0.2545, 0.4892], [0.1977, -0.1590, 0.3893], [0.1219, -0.2165, -0.4002], [-0.3193, 0.3358, -0.0355], [-0.5086, -0.1627, 0.4300], [-0.5973, -0.7041, -0.0937], [0.1917, -0.2279, 0.3775], [-0.3640, 0.3041, -0.0791], [0.2472, -0.4534, 0.0775], [-0.3277, 0.0969, -0.3948]]}

***

Number 1: electronic energy -7829.763 eV. Number 2: electronic energy -7827.040 eV. Number 3: electronic energy -7829.081 eV. Number 4: electronic energy -7830.120 eV. Number 5: electronic energy -7828.502 eV. Number 6: electronic energy -9327.884 eV. Number 7: electronic energy -9329.867 eV. Number 8: electronic energy -9330.255 eV.